{"formula": "C45H51BF3N6RuS3Sb", "method": "ωB97M-V with the def2-TZVPD basis set", "homo_lumo_gap_ev": [5.21, 5.23], "total_charge": 3, "max_force_ev_per_a": 2.3, "total_energy_ev": -106864.683, "e_above_lowest_kcal_mol": 11.2, "multiplicity": 2, "e_lumo_ev": [-10.5669, -10.8851], "species": ["Ru", "C", "C", "C", "C", "N", "N", "B", "N", "N", "C", "C", "C", "C", "C", "S", "C", "C", "C", "C", "N", "N", "C", "C", "C", "C", "C", "S", "C", "C", "C", "C", "C", "S", "C", "C", "C", "C", "H", "H", "H", "H", "H", "H", "H", "H", "H", "H", "H", "H", "H", "H", "H", "H", "H", "H", "H", "H", "H", "H", "H", "H", "H", "H", "H", "H", "H", "H", "H", "H", "H", "H", "H", "H", "H", "H", "H", "F", "C", "C", "C", "C", "C", "C", "Sb", "C", "C", "C", "C", "F", "C", "C", "C", "C", "C", "C", "F", "C", "C", "H", "H", "H", "H", "H", "H", "H", "H", "H", "H", "H", "H"], "coordinates": [[0.143, 0.118, -0.750], [5.151, 1.743, -0.109], [4.658, 0.429, -0.644], [5.459, -0.470, -1.301], [4.928, -1.668, -1.832], [3.682, -2.007, -1.588], [2.923, -1.147, -0.924], [1.508, -1.568, -0.490], [1.024, -2.858, -1.214], [1.731, -3.959, -0.961], [1.330, -5.086, -1.503], [0.148, -5.130, -2.282], [-0.567, -3.997, -2.544], [-1.832, -3.980, -3.355], [-0.050, -2.814, -1.986], [-0.783, -1.258, -2.303], [2.159, -6.336, -1.283], [2.709, -6.793, -2.646], [3.320, -6.064, -0.327], [1.262, -7.443, -0.699], [1.534, -1.827, 1.050], [2.678, -2.378, 1.482], [2.762, -2.739, 2.740], [1.651, -2.565, 3.603], [0.501, -1.975, 3.163], [-0.697, -1.738, 4.038], [0.489, -1.580, 1.812], [-0.887, -0.759, 1.119], [4.059, -3.360, 3.234], [5.120, -3.356, 2.133], [3.755, -4.806, 3.661], [4.565, -2.558, 4.444], [3.309, 0.060, -0.544], [2.056, 1.170, -0.023], [5.778, -2.623, -2.654], [4.892, -3.481, -3.563], [6.780, -1.837, -3.514], [6.545, -3.524, -1.669], [6.219, 1.853, -0.277], [4.957, 1.822, 0.963], [4.634, 2.576, -0.591], [6.506, -0.237, -1.445], [-0.195, -6.081, -2.673], [-2.098, -4.979, -3.689], [-1.724, -3.337, -4.232], [-2.658, -3.578, -2.763], [3.405, -6.060, -3.064], [1.913, -6.967, -3.374], [3.248, -7.733, -2.514], [3.892, -5.186, -0.639], [3.986, -6.927, -0.312], [2.956, -5.891, 0.689], [0.507, -7.786, -1.410], [0.757, -7.110, 0.211], [1.883, -8.304, -0.447], [1.716, -2.895, 4.633], [-0.495, -2.031, 5.064], [-1.555, -2.314, 3.679], [-0.986, -0.684, 4.026], [4.756, -3.853, 1.230], [6.009, -3.880, 2.487], [5.406, -2.332, 1.869], [3.330, -5.383, 2.837], [3.058, -4.845, 4.502], [4.679, -5.293, 3.975], [4.771, -1.520, 4.173], [5.492, -3.003, 4.807], [3.853, -2.563, 5.273], [4.407, -2.869, -4.329], [4.115, -3.988, -2.987], [5.505, -4.231, -4.064], [6.292, -1.033, -4.073], [7.232, -2.516, -4.236], [7.594, -1.414, -2.921], [5.859, -4.120, -1.059], [7.181, -2.936, -1.001], [7.187, -4.206, -2.230], [0.028, 5.839, -6.277], [-0.139, 5.119, -5.180], [-0.332, 5.775, -3.976], [-0.503, 5.024, -2.826], [-0.502, 3.632, -2.918], [-0.274, 2.985, -4.137], [-0.104, 3.737, -5.285], [-0.902, 2.517, -1.206], [-1.266, 3.911, 0.308], [-2.551, 4.448, 0.406], [-2.798, 5.447, 1.334], [-1.762, 5.875, 2.144], [-2.000, 6.829, 3.030], [-0.486, 5.344, 2.069], [-0.236, 4.348, 1.141], [-2.739, 1.575, -1.520], [-3.390, 1.015, -0.408], [-4.584, 0.342, -0.579], [-5.087, 0.214, -1.865], [-6.213, -0.451, -2.039], [-4.455, 0.754, -2.982], [-3.262, 1.425, -2.810], [-0.349, 6.858, -3.954], [-0.654, 5.523, -1.876], [-0.233, 1.904, -4.199], [0.054, 3.279, -6.253], [-3.353, 4.107, -0.239], [-3.777, 5.897, 1.434], [0.287, 5.715, 2.729], [0.758, 3.925, 1.073], [-2.988, 1.140, 0.591], [-5.130, -0.081, 0.256], [-4.912, 0.645, -3.958], [-2.765, 1.861, -3.668]], "mulliken_charge": [-0.906, -1.909, 0.455, -0.461, -0.055, -0.287, 0.466, 0.981, 0.421, 0.021, 0.005, -0.586, 0.142, -1.808, 0.388, -0.162, 2.099, -1.453, -1.240, -1.791, 0.475, -0.082, -0.016, -0.557, 0.115, -1.936, 0.697, -0.297, 2.237, -1.732, -1.368, -1.772, 0.581, -0.516, 1.993, -1.277, -1.945, -1.317, 0.411, 0.382, 0.410, 0.382, 0.486, 0.427, 0.415, 0.373, 0.179, 0.386, 0.500, -0.398, 0.563, 0.187, 0.384, 0.377, 0.472, 0.497, 0.416, 0.388, 0.427, 0.097, 0.558, 0.287, 0.142, 0.378, 0.501, 0.373, 0.473, 0.368, 0.384, -0.262, 0.545, 0.412, 0.457, 0.387, 0.044, 0.364, 0.523, -0.278, 0.191, -0.652, -0.601, 0.369, -0.604, -0.649, 2.427, 0.076, -0.093, -0.679, 0.181, -0.286, -0.586, -0.651, 0.254, -0.664, -0.871, 0.243, -0.289, -0.621, -0.512, 0.483, 0.431, 0.440, 0.484, 0.484, 0.482, 0.498, 0.369, 0.792, 0.506, 0.527, 0.501]}

=====

{"formula": "C3H2ClF", "method": "ωB97M-V with the def2-TZVPD basis set", "homo_lumo_gap_ev": 10.87, "total_charge": 0, "max_force_ev_per_a": 8.8, "total_energy_ev": -18379.690, "e_above_lowest_kcal_mol": 32.0, "e_lumo_ev": 0.6038, "species": ["C", "C", "C", "H", "H", "F", "Cl"], "coordinates": [[-0.817, 0.439, 0.319], [0.520, -0.263, 0.118], [1.612, -0.535, -0.468], [-1.169, 0.445, 1.291], [2.516, -0.944, -0.413], [-0.841, 1.640, -0.503], [-1.821, -0.782, -0.343]], "mulliken_charge": [0.260, -0.362, -0.197, 0.279, 0.386, -0.235, -0.131]}

=====

{"formula": "C15H22N2OSe5W", "method": "ωB97M-V with the def2-TZVPD basis set", "homo_lumo_gap_ev": [6.19, 7.37], "total_charge": 0, "max_force_ev_per_a": 0.9, "total_energy_ev": -349499.009, "e_above_lowest_kcal_mol": 17.3, "multiplicity": 3, "e_lumo_ev": [-0.3592, -0.2576], "species": ["W", "Se", "Se", "Se", "Se", "C", "C", "C", "C", "N", "C", "Se", "N", "C", "C", "C", "C", "C", "C", "C", "C", "C", "C", "H", "H", "H", "H", "H", "H", "H", "H", "H", "H", "H", "H", "H", "H", "H", "H", "H", "H", "H", "H", "H", "H", "O"], "coordinates": [[1.175, 1.134, -4.583], [-0.348, -0.190, -6.098], [-1.262, 1.743, -7.109], [-1.470, 3.069, -5.197], [0.758, 3.643, -4.730], [-1.445, 2.601, 2.948], [-1.849, 2.011, 1.602], [-1.130, 2.630, 0.407], [0.373, 2.377, 0.357], [0.718, 0.949, 0.322], [0.530, 0.127, -0.729], [-0.260, 0.597, -2.344], [0.951, -1.106, -0.394], [0.912, -2.292, -1.249], [-0.076, -3.357, -0.792], [-1.556, -2.979, -0.868], [-2.030, -1.955, 0.158], [1.446, -1.078, 0.900], [2.023, -2.069, 1.684], [2.447, -1.699, 2.947], [2.305, -0.385, 3.408], [1.737, 0.601, 2.623], [1.306, 0.230, 1.355], [-2.021, 2.157, 3.761], [-1.619, 3.679, 2.968], [-0.392, 2.432, 3.176], [-2.922, 2.158, 1.459], [-1.696, 0.926, 1.604], [-1.267, 3.716, 0.414], [-1.569, 2.268, -0.522], [0.867, 2.781, 1.240], [0.818, 2.848, -0.520], [1.927, -2.693, -1.289], [0.654, -1.937, -2.246], [0.168, -3.700, 0.217], [0.097, -4.210, -1.454], [-2.127, -3.899, -0.721], [-1.790, -2.630, -1.878], [-1.790, -2.275, 1.176], [-3.112, -1.832, 0.097], [-1.594, -0.969, -0.001], [2.145, -3.080, 1.321], [2.904, -2.439, 3.589], [2.654, -0.133, 4.400], [1.647, 1.615, 2.984], [2.760, 0.613, -4.394]], "mulliken_charge": [0.351, -0.290, -0.029, -0.106, -0.375, -1.207, -0.033, -0.374, -1.261, 0.474, -0.511, 0.349, 0.575, -0.921, -0.518, -0.597, -0.738, 0.907, -0.779, -0.816, -0.820, -0.780, 0.788, 0.398, 0.326, 0.174, 0.485, -0.096, 0.485, 0.235, 0.507, 0.280, 0.395, 0.365, 0.308, 0.406, 0.347, 0.281, 0.309, 0.474, -0.039, 0.424, 0.402, 0.404, 0.359, -0.520]}

=====

{"formula": "C45H66NO18P", "method": "ωB97M-V with the def2-TZVPD basis set", "homo_lumo_gap_ev": 7.54, "total_charge": 0, "max_force_ev_per_a": 2.3, "total_energy_ev": -95371.356, "e_above_lowest_kcal_mol": 12.8, "e_lumo_ev": 0.1905, "species": ["C", "C", "C", "C", "O", "C", "C", "C", "O", "C", "C", "C", "C", "C", "C", "N", "C", "O", "C", "C", "P", "C", "O", "H", "H", "H", "H", "H", "H", "H", "H", "H", "H", "H", "H", "H", "H", "H", "H", "H", "H", "H", "H", "H", "H", "H", "H", "O", "C", "O", "C", "C", "C", "H", "H", "H", "H", "H", "H", "O", "C", "O", "C", "C", "C", "H", "H", "H", "H", "H", "H", "O", "C", "O", "C", "C", "C", "H", "H", "H", "H", "H", "H", "O", "C", "O", "C", "C", "C", "H", "H", "H", "H", "H", "H", "O", "C", "O", "C", "C", "C", "H", "H", "H", "H", "H", "H", "O", "C", "O", "C", "C", "C", "H", "H", "H", "H", "H", "H", "O", "C", "O", "C", "C", "C", "H", "H", "H", "H", "H", "H"], "coordinates": [[-2.893, -2.048, 0.779], [-1.506, -1.796, 1.402], [-1.247, -0.313, 1.753], [-2.299, 0.165, 2.736], [-2.212, 1.542, 3.128], [-0.953, 1.986, 3.554], [-0.158, 1.040, 4.511], [1.358, 1.038, 4.294], [1.811, 0.402, 3.360], [2.285, 1.764, 5.212], [1.865, 2.395, 6.367], [2.742, 3.030, 7.223], [4.083, 3.054, 6.908], [4.512, 2.442, 5.742], [3.639, 1.810, 4.896], [-1.284, 3.174, 4.387], [-0.281, 4.092, 4.432], [-0.049, 4.919, 5.288], [0.538, 3.906, 3.159], [-0.145, 2.743, 2.424], [-1.505, 3.533, 1.367], [-0.780, 5.035, 0.564], [-1.746, 2.507, 0.067], [-2.858, -2.704, -0.096], [-3.594, -2.435, 1.521], [-3.300, -1.086, 0.457], [-0.773, -2.038, 0.629], [-1.295, -2.453, 2.249], [-1.250, 0.230, 0.808], [-0.239, -0.274, 2.174], [-3.300, 0.034, 2.335], [-2.239, -0.456, 3.642], [-0.337, 1.377, 5.527], [-0.470, -0.004, 4.480], [0.819, 2.412, 6.642], [2.361, 3.501, 8.117], [4.776, 3.549, 7.573], [5.574, 2.465, 5.528], [4.005, 1.350, 3.988], [-1.818, 3.011, 5.229], [0.799, 4.791, 2.591], [1.526, 3.521, 3.445], [0.475, 2.022, 1.893], [-0.395, 5.752, 1.286], [-0.045, 4.750, -0.191], [-1.614, 5.531, 0.067], [-2.468, 2.882, -0.449], [4.351, 1.451, 9.929], [4.588, 0.491, 9.254], [5.505, 0.494, 8.249], [5.470, -0.765, 7.556], [4.859, -1.750, 8.538], [3.910, -0.860, 9.327], [4.861, -0.644, 6.656], [6.482, -1.038, 7.263], [4.374, -2.595, 8.052], [5.633, -2.143, 9.201], [2.936, -0.787, 8.852], [3.803, -1.185, 10.357], [1.395, -2.520, 10.000], [0.746, -2.448, 8.998], [1.284, -2.118, 7.794], [0.248, -2.002, 6.804], [-0.913, -2.824, 7.345], [-0.749, -2.652, 8.854], [-0.006, -0.945, 6.693], [0.620, -2.375, 5.852], [-1.880, -2.502, 6.963], [-0.779, -3.873, 7.078], [-1.260, -1.761, 9.222], [-1.073, -3.527, 9.410], [-2.535, -3.899, -2.372], [-2.842, -4.969, -1.928], [-2.250, -5.532, -0.852], [-2.770, -6.861, -0.644], [-4.123, -6.872, -1.339], [-3.895, -5.900, -2.494], [-2.079, -7.571, -1.079], [-2.849, -7.052, 0.425], [-4.437, -7.866, -1.650], [-4.886, -6.471, -0.669], [-3.485, -6.397, -3.372], [-4.796, -5.351, -2.754], [-2.425, 5.806, -3.616], [-1.255, 5.551, -3.595], [-0.702, 4.731, -2.669], [0.730, 4.705, -2.836], [0.976, 5.130, -4.276], [-0.183, 6.089, -4.521], [1.174, 5.398, -2.117], [1.094, 3.701, -2.628], [1.954, 5.569, -4.435], [0.887, 4.268, -4.937], [0.059, 7.110, -4.220], [-0.522, 6.073, -5.551], [2.133, 5.727, -6.805], [1.661, 5.698, -7.907], [2.399, 5.868, -9.025], [1.543, 5.886, -10.185], [0.278, 5.163, -9.757], [0.201, 5.513, -8.275], [1.357, 6.927, -10.459], [2.048, 5.391, -11.011], [-0.597, 5.455, -10.330], [0.407, 4.088, -9.875], [-0.326, 6.454, -8.101], [-0.248, 4.718, -7.685], [-1.091, 3.856, -12.358], [-1.616, 2.862, -11.951], [-1.323, 2.316, -10.744], [-2.029, 1.073, -10.578], [-3.210, 1.156, -11.534], [-2.642, 2.006, -12.668], [-1.350, 0.255, -10.826], [-2.336, 0.973, -9.540], [-3.576, 0.181, -11.849], [-4.036, 1.687, -11.057], [-2.129, 1.402, -13.417], [-3.397, 2.627, -13.140], [-1.704, -8.207, -3.195], [-0.806, -8.992, -3.085], [-0.205, -9.255, -1.903], [0.903, -10.151, -2.101], [0.609, -10.863, -3.412], [-0.148, -9.791, -4.191], [1.820, -9.560, -2.143], [0.965, -10.833, -1.257], [1.504, -11.228, -3.912], [-0.046, -11.717, -3.232], [0.523, -9.133, -4.744], [-0.895, -10.211, -4.859]], "mulliken_charge": [-0.702, -0.699, 0.486, -0.820, -0.493, 0.676, -0.594, 0.588, -0.706, 0.504, -0.044, -1.023, -0.406, -0.454, -0.852, -0.205, 0.210, -0.676, -0.951, -0.333, -0.107, -1.018, -0.447, -0.158, 0.266, 0.323, 0.390, 0.361, 0.212, -0.147, 0.665, 0.078, 0.305, 0.353, 0.309, 0.461, 0.382, 0.428, 0.458, 0.370, 0.729, -0.083, 0.998, 0.469, 0.081, 0.428, 0.300, -0.603, 0.421, -0.354, -0.276, -0.578, 0.169, 0.100, 0.352, 0.328, 0.273, -0.266, 0.430, -0.557, 0.466, -0.358, 0.046, -0.529, -0.502, -0.154, 0.386, 0.334, 0.293, 0.269, 0.339, -0.616, 0.577, -0.371, 0.225, -0.581, -0.395, -0.279, 0.349, 0.310, 0.321, 0.188, 0.345, -0.625, 0.499, -0.264, -0.553, -0.376, -0.132, 0.287, 0.364, 0.386, 0.227, 0.292, -0.066, -0.512, 0.531, -0.383, -0.583, -0.201, -0.507, 0.239, 0.330, 0.401, 0.064, 0.334, 0.285, -0.552, 0.556, -0.321, -0.476, -0.474, -0.477, 0.265, 0.320, 0.327, 0.271, 0.269, 0.297, -0.544, 0.558, -0.354, -0.471, -0.469, -0.540, 0.267, 0.317, 0.327, 0.271, 0.274, 0.306]}

=====

{"formula": "C6H12N2S", "method": "ωB97M-V with the def2-TZVPD basis set", "homo_lumo_gap_ev": 7.64, "total_charge": 0, "max_force_ev_per_a": 4.5, "total_energy_ev": -20227.123, "e_above_lowest_kcal_mol": 116.3, "e_lumo_ev": -0.8323, "species": ["C", "C", "C", "C", "C", "C", "N", "N", "S", "H", "H", "H", "H", "H", "H", "H", "H", "H", "H", "H", "H"], "coordinates": [[-1.960, -1.603, 1.649], [-3.486, 0.892, -1.167], [2.310, -0.304, -1.268], [1.367, 0.019, -0.357], [2.208, -0.704, -2.727], [1.522, 0.865, 0.874], [-2.858, -1.190, 2.385], [-3.650, -0.996, 3.153], [-2.015, 1.158, -0.479], [-1.565, -2.595, 1.789], [-1.719, -0.968, 0.806], [-4.033, 0.079, -0.872], [-3.894, 1.639, -1.945], [3.295, -0.364, -0.923], [0.352, -0.090, -0.542], [2.984, -1.455, -2.875], [2.558, 0.050, -3.514], [1.294, -1.099, -3.148], [1.155, 1.883, 0.807], [2.522, 0.938, 1.288], [0.803, 0.362, 1.540]], "mulliken_charge": [-0.187, -0.329, -0.136, -0.105, -1.053, -0.977, 0.598, -0.697, -0.135, 0.306, -0.050, 0.295, 0.222, 0.330, 0.168, 0.294, 0.250, 0.340, 0.255, 0.342, 0.271]}